No. 1
Formula: C25H28FN5O2
Source: the Open Molecules 2025 dataset
Level of theory: ωB97M-V with the def2-TZVPD basis set

Last column: Mulliken charge in e.
Geometry (Å):
C: 5.84133 4.55575 1.37215  -0.884
O: 5.00149 3.72299 0.61240  -0.412
C: 4.14838 2.88526 1.26824  0.406
C: 4.02588 2.79351 2.64878  -0.417
C: 3.11449 1.90290 3.19621  -0.939
C: 2.32965 1.10562 2.38935  -0.693
C: 2.44803 1.18873 1.00486  0.019
C: 1.57256 0.33205 0.13046  -0.631
N: 0.17913 0.69644 0.35632  0.520
C: -0.19096 1.96827 -0.25078  -1.108
C: -0.47969 1.87928 -1.71554  0.606
C: -1.65742 1.71136 -2.38940  -0.496
C: -1.31702 1.56321 -3.75547  -0.399
C: 0.03902 1.64882 -3.80818  -0.757
O: 0.54968 1.84524 -2.58430  -0.345
C: -0.80508 -0.35162 0.16011  -0.017
C: -0.62325 -1.39657 1.24519  -0.603
C: -0.11567 -2.66263 0.98510  -0.024
C: 0.05638 -3.57872 2.00907  -0.860
C: -0.27835 -3.20730 3.29706  0.303
F: -0.11908 -4.09545 4.29910  -0.351
C: -0.77239 -1.94758 3.58780  -0.744
C: -0.94161 -1.04752 2.55340  -0.246
C: -0.80810 -0.98053 -1.20101  -1.380
N: 0.23730 -1.02669 -1.99830  0.322
N: -0.13868 -1.66430 -3.09429  -1.370
N: -1.34611 -2.02197 -3.01743  -0.245
N: -1.83266 -1.61556 -1.83478  1.601
C: -3.19268 -2.03213 -1.50499  1.305
C: -3.77335 -1.28936 -0.30635  -1.484
C: -4.05272 -1.76111 -2.74282  -1.642
C: -3.13648 -3.53493 -1.20821  -1.583
C: 3.35021 2.07884 0.45489  -0.195
H: 6.42855 5.12087 0.64989  0.247
H: 5.26593 5.25137 1.99224  0.348
H: 6.51578 3.97437 2.00949  0.358
H: 4.62737 3.40236 3.30521  0.403
H: 3.02645 1.83709 4.27102  0.382
H: 1.62077 0.41425 2.81892  0.429
H: 1.69238 -0.71479 0.41667  0.612
H: 1.85825 0.43124 -0.92277  0.479
H: -1.08168 2.34507 0.26337  0.417
H: 0.63612 2.65799 -0.07275  0.527
H: -2.64332 1.70754 -1.96726  0.603
H: -1.98727 1.40565 -4.57543  0.459
H: 0.72867 1.57935 -4.62483  0.489
H: -1.77122 0.13861 0.31567  1.068
H: 0.16256 -2.94328 -0.01994  0.538
H: 0.44907 -4.56457 1.81733  0.497
H: -1.01523 -1.68807 4.60599  0.481
H: -1.31632 -0.05610 2.75735  0.474
H: -4.80498 -1.60765 -0.17565  0.545
H: -3.77542 -0.21462 -0.47260  0.258
H: -3.23346 -1.52090 0.60858  0.289
H: -4.07074 -0.69595 -2.96316  0.329
H: -3.64387 -2.28288 -3.60314  0.419
H: -5.06984 -2.10069 -2.56894  0.441
H: -2.71334 -4.06546 -2.05790  0.385
H: -4.13667 -3.91451 -1.01982  0.446
H: -2.52029 -3.72629 -0.33086  0.322
H: 3.45952 2.16574 -0.61533  0.500

For the gap between HOMO and LUMO, the calculation gives 8.8 eV. The value obtained for the highest occupied orbital energy is -0.3018 Ha. The value obtained for the molar mass is 449.5 g/mol. For the electronic energy, the calculation gives -1493.5197 Ha. The calculation puts the energy above the lowest of the compared OMol25 structures with the same formula, charge and spin at 0.000 eV.

***

No. 2
Formula: C25H28FNO3
Source: the Open Molecules 2025 dataset
Level of theory: ωB97M-V with the def2-TZVPD basis set

Last column: Mulliken charge in e.
Geometry (Å):
C: 2.04726 -3.86547 2.75115  -0.742
O: 1.35466 -4.32498 1.61626  -0.498
C: 0.56136 -3.44196 0.94524  0.938
C: 0.32791 -2.12868 1.33500  -0.546
C: -0.47246 -1.31062 0.55884  -0.266
C: -1.06235 -1.77281 -0.60716  -0.020
C: -1.87710 -0.84208 -1.47973  -0.133
C: -0.93854 0.13509 -2.19950  0.321
C: -0.05696 -0.58281 -3.23128  -1.060
N: 0.98923 0.23006 -3.82022  -0.231
C: 2.21568 0.34832 -3.04891  -1.556
C: 2.09560 1.06980 -1.72603  0.102
C: 1.72897 2.40700 -1.68044  -0.620
C: 1.55522 3.04492 -0.46618  -0.593
C: 1.75975 2.38524 0.74019  1.311
O: 1.57260 2.98811 1.96337  -0.434
C: 1.18440 4.33736 1.99941  -0.975
C: 2.17249 1.04090 0.70696  0.030
O: 2.45781 0.23446 1.77053  -0.413
C: 2.46334 0.72843 3.09042  -0.946
C: 2.31498 0.41214 -0.52701  0.194
C: -2.92599 -0.15909 -0.63492  -0.635
C: -2.75245 1.11136 -0.09876  0.211
C: -3.72171 1.68281 0.70761  -0.912
C: -4.87222 0.96843 0.97801  0.378
F: -5.82239 1.52306 1.76437  -0.341
C: -5.07583 -0.29864 0.46411  -0.735
C: -4.09650 -0.85138 -0.33886  -0.335
C: -0.84801 -3.09601 -0.97451  -0.158
C: -0.04726 -3.92202 -0.21402  -0.852
H: 2.69265 -3.01497 2.50887  0.272
H: 2.65975 -4.70290 3.08239  0.263
H: 1.35896 -3.58237 3.55471  0.306
H: 0.77395 -1.72539 2.22847  0.225
H: -0.63630 -0.29103 0.87452  0.454
H: -2.39143 -1.44323 -2.23839  0.797
H: -1.52962 0.90413 -2.70515  0.568
H: -0.29213 0.61794 -1.46731  -0.787
H: -0.68832 -0.94210 -4.05267  0.272
H: 0.41784 -1.44977 -2.76608  0.339
H: 0.62487 1.14980 -4.04751  0.329
H: 2.93467 0.87771 -3.68360  0.432
H: 2.59203 -0.66366 -2.87935  0.412
H: 1.56639 2.95861 -2.59504  0.415
H: 1.25577 4.08074 -0.46671  0.432
H: 0.20991 4.49244 1.52440  0.340
H: 1.92845 4.98688 1.52664  0.369
H: 1.11014 4.58820 3.05683  0.267
H: 1.46874 1.04670 3.41021  0.320
H: 2.79233 -0.10923 3.70700  0.261
H: 3.16250 1.55849 3.21016  0.361
H: 2.60626 -0.62675 -0.51610  0.313
H: -1.85572 1.67362 -0.30804  0.402
H: -3.59327 2.66931 1.12523  0.466
H: -5.98472 -0.83226 0.69307  0.437
H: -4.24098 -1.84231 -0.74368  0.400
H: -1.30454 -3.48338 -1.87441  0.408
H: 0.13033 -4.94616 -0.50243  0.441

For the gap between HOMO and LUMO, the calculation gives 8.6 eV. The value obtained for the highest occupied orbital energy is -0.2961 Ha. The value obtained for the molar mass is 409.5 g/mol. For the electronic energy, the calculation gives -1349.7446 Ha. The calculation puts the energy above the lowest of the compared OMol25 structures with the same formula, charge and spin at 0.061 eV.

***

No. 3
Formula: C25H28N6O3
Source: the Open Molecules 2025 dataset
Level of theory: ωB97M-V with the def2-TZVPD basis set

Last column: Mulliken charge in e.
Geometry (Å):
O: -0.12627 1.28744 3.11243  -0.653
C: -0.75445 1.78928 2.20596  0.760
C: -0.61347 3.26463 1.83066  -1.137
C: -0.04832 3.29032 0.41992  0.735
O: -0.79800 3.28159 -0.54433  -0.729
N: 1.28948 3.24375 0.29586  0.259
C: 2.22777 3.17112 1.40413  -0.409
C: 3.59720 2.74131 0.88555  -1.156
N: 4.07959 3.67504 -0.10527  0.205
C: 5.30295 4.25911 0.03366  0.788
C: 5.74957 5.28069 -0.82408  -0.565
C: 7.01589 5.78961 -0.63670  -0.510
C: 7.81360 5.29341 0.38832  -0.511
C: 7.28094 4.29753 1.18485  -0.404
N: 6.07234 3.79139 1.02127  -0.323
C: 3.10544 4.15433 -1.06157  -0.621
C: 1.86990 3.26475 -1.03290  -1.273
N: -1.61792 1.14950 1.37931  -0.065
C: -1.95598 -0.20591 1.34560  0.699
C: -1.59027 -1.09796 2.36464  -0.361
C: -1.94400 -2.42284 2.29003  -0.788
C: -2.67568 -2.90401 1.19768  0.032
N: -3.00896 -4.22706 1.13180  -0.604
C: -3.67171 -4.65767 0.11834  0.764
N: -4.08710 -3.86966 -0.91928  0.048
C: -3.80922 -2.49924 -0.95809  0.704
O: -4.19109 -1.81003 -1.88507  -0.726
C: -3.04809 -2.00737 0.18230  -0.037
C: -2.68715 -0.66466 0.26315  -0.681
C: -4.81908 -4.41838 -2.04683  -1.131
C: -3.96336 -5.34164 -2.91390  -0.655
C: -3.88293 -6.76877 -2.37988  -0.684
C: -3.21618 -6.86741 -1.01103  -0.575
C: -3.98035 -6.12323 0.09124  -1.130
H: 0.01551 3.77136 2.55778  0.363
H: -1.59997 3.72887 1.80571  0.399
H: 1.88343 2.44681 2.14576  0.579
H: 2.31943 4.15496 1.88306  0.199
H: 4.32450 2.72675 1.69840  0.473
H: 3.53347 1.73241 0.46133  0.182
H: 5.12184 5.66436 -1.61104  0.301
H: 7.38266 6.57381 -1.28387  0.401
H: 8.80846 5.67131 0.55879  0.369
H: 7.84492 3.87123 2.00506  0.395
H: 2.81381 5.19050 -0.83304  0.404
H: 3.52929 4.13248 -2.07182  0.586
H: 2.13131 2.24798 -1.34694  0.282
H: 1.10814 3.64536 -1.71703  0.443
H: -1.96340 1.69006 0.59188  0.191
H: -1.02188 -0.73149 3.20337  0.532
H: -1.66512 -3.11654 3.06671  0.464
H: -2.98484 -0.00143 -0.53626  0.500
H: -5.70969 -4.94216 -1.68928  0.424
H: -5.13459 -3.55166 -2.63451  0.476
H: -4.39741 -5.36676 -3.91506  0.355
H: -2.96078 -4.91706 -2.99883  0.376
H: -3.32017 -7.37847 -3.09018  0.337
H: -4.89211 -7.18461 -2.31858  0.285
H: -3.15214 -7.92121 -0.73323  0.312
H: -2.19737 -6.47829 -1.06386  0.387
H: -3.67894 -6.50991 1.06492  0.332
H: -5.05343 -6.28762 -0.02704  0.387

For the gap between HOMO and LUMO, the calculation gives 8.7 eV. The value obtained for the highest occupied orbital energy is -0.2945 Ha. The value obtained for the molar mass is 460.5 g/mol. For the electronic energy, the calculation gives -1523.8218 Ha. The calculation puts the energy above the lowest of the compared OMol25 structures with the same formula, charge and spin at 0.006 eV.